<P>
DFT (ωB97M-V with the def2-TZVPD basis set) results for the ion C10H12N with charge +1.

XYZ file:
```
23
Properties=species:S:1:pos:R:3:lowdin_charge:R:1
C -0.917 0.132 2.057 -0.02
C -0.844 -1.246 2.160 0.00
C 1.430 0.322 1.380 0.01
C 0.121 0.880 1.476 -0.17
C 0.100 -1.728 1.268 -0.09
C 1.265 -0.994 1.080 -0.08
C -0.110 1.954 0.378 0.04
C 0.569 -1.522 -0.095 -0.04
C -0.263 -0.311 -1.040 -0.17
C -0.392 -0.793 -2.474 -0.03
N 0.363 1.092 -0.843 0.08
H -1.773 0.777 2.453 0.16
H -1.400 -1.919 2.849 0.14
H 2.162 1.038 1.574 0.12
H -1.060 2.210 0.094 0.11
H 0.493 2.754 0.309 0.10
H 0.995 -2.330 -0.835 0.17
H -1.185 -0.085 -0.676 0.10
H 0.434 -0.390 -3.139 0.12
H -1.413 -0.527 -2.929 0.13
H -0.230 -1.773 -2.573 0.02
H 0.332 1.425 -1.843 0.19
H 1.323 1.034 -0.631 0.12
```

Values from the calculation:
Orbital gap (alpha / beta) = 8.60 / 8.60 eV
Structure (SMILES) = C[C@@H]1[NH2+]Cc2ccc3c(c2)[C@@H]31
Lowest unoccupied orbital energy (alpha / beta) = -4.10 / -4.10 eV
Net charge = +1
HOMO energy (alpha / beta) = -12.70 / -12.70 eV



<Q>
DFT (ωB97M-V with the def2-TZVPD basis set) results for a structure of composition C10H12N.

XYZ file:
```
23
Properties=species:S:1:pos:R:3:lowdin_charge:R:1
C -3.043 -0.621 0.381 -0.02
C -2.816 0.665 -0.047 -0.05
C -2.016 -1.493 0.476 0.03
C -1.677 0.958 -0.644 -0.02
C -0.695 -1.066 0.216 -0.08
C 0.608 -1.640 0.434 0.00
C 1.647 -0.895 0.020 -0.06
C 0.740 0.686 -0.753 -0.16
C 3.096 -0.888 0.024 -0.03
C 0.992 1.944 0.024 -0.04
N -0.546 0.172 -0.489 0.00
H -4.034 -0.919 0.705 0.14
H -3.670 1.385 -0.120 0.15
H -2.166 -2.508 0.699 0.12
H -1.602 2.021 -1.049 0.17
H 0.870 -2.659 0.813 0.15
H 0.988 0.613 -1.752 0.12
H 3.565 -1.846 -0.128 0.10
H 3.309 -0.449 0.965 0.10
H 3.368 -0.204 -0.763 0.09
H 0.829 1.758 1.118 0.11
H 0.192 2.627 -0.244 0.06
H 2.061 2.355 0.113 0.12
```

Values from the calculation:
Orbital gap = 8.71 eV
Lowest unoccupied orbital energy = -4.53 eV
Net charge = +1
HOMO energy = -13.24 eV



Most stable: <Q>. Least stable: <P>.



<P>
DFT (ωB97M-V with the def2-TZVPD basis set) results for the ion C4H8ClFN3 with charge +1.

XYZ file:
```
17
Properties=species:S:1:pos:R:3:lowdin_charge:R:1
C 0.487 1.547 -0.078 -0.44
C 0.763 0.054 0.303 -0.19
C -0.547 -0.792 0.343 -0.35
C -0.402 -2.080 -0.463 -0.01
N -0.556 1.993 -0.591 0.33
N 1.644 2.252 0.064 0.15
N -1.716 0.022 -0.078 -0.47
F 1.617 0.005 1.418 0.02
Cl -3.036 0.368 0.847 0.83
H 1.470 -0.188 -0.561 0.18
H -0.754 -0.920 1.501 0.19
H -1.423 -2.548 -0.627 0.12
H 0.224 -2.777 -0.084 0.05
H 0.004 -1.649 -1.469 0.13
H 2.388 1.682 0.573 0.15
H 1.678 3.276 0.004 0.14
H -1.843 -0.244 -1.104 0.15
```

Values from the calculation:
Orbital gap (alpha / beta) = 7.38 / 8.45 eV
Lowest unoccupied orbital energy (alpha / beta) = -7.25 / -6.12 eV
Net charge = +1
HOMO energy (alpha / beta) = -14.63 / -14.57 eV



<Q>
DFT (ωB97M-V with the def2-TZVPD basis set) results for the ion C4H8ClFN3 with charge +1.

XYZ file:
```
17
Properties=species:S:1:pos:R:3:lowdin_charge:R:1
C 1.559 -0.724 0.152 -0.65
C -1.105 1.350 -0.379 -0.22
C -0.180 -1.464 -1.320 0.07
C -0.379 0.558 1.827 -0.04
N 0.326 -0.594 -0.207 -0.10
N -0.553 0.231 0.385 -0.10
N -0.553 1.881 -1.338 0.15
F 2.098 -1.878 -0.148 0.14
Cl 2.596 0.504 0.758 0.91
H -2.113 1.833 -0.293 0.16
H -0.343 -1.051 -2.338 0.12
H 0.463 -2.288 -1.418 0.08
H -1.221 -1.761 -0.943 0.14
H 0.054 -0.324 2.336 0.11
H 0.280 1.371 2.139 0.08
H -1.373 0.681 2.201 0.09
H 0.442 1.674 -1.414 0.06
```

Values from the calculation:
Orbital gap = 8.89 eV
Structure (SMILES) = [H]/N=C\N(C)/[N+](C)=C(/F)Cl
Lowest unoccupied orbital energy = -5.39 eV
Net charge = +1
HOMO energy = -14.28 eV



Most stable: <Q>. Least stable: <P>.